i) This record from the Open Molecules 2025 dataset describes a 3-piece molecular cluster, C4H13NO3 overall. The level of theory is ωB97M-V/def2-TZVPD.

Properties
E_LUMO (alpha / beta) = 3.67 / 3.66 eV
highest occupied orbital energy (alpha / beta) = -0.069 / -3.114 eV
Kohn-Sham gap (alpha / beta) = 3.7 / 6.8 eV
M = 123.152 g/mol

Structure (ORCA input):
```
! RIJCOSX wB97M-V def2-TZVPD def2/J DEFGRID3
* xyz -1 2
C 0.4089 1.5733 -2.0000
N 0.7527 0.4375 -1.1849
C 1.6007 0.6464 -0.0248
C 0.7446 0.9751 1.2246
C -0.0358 -0.2017 1.7645
O -1.0386 0.0117 2.5336
H -0.4854 1.2762 -2.5372
H 1.1261 1.7421 -2.8273
H 0.2669 2.5086 -1.4543
H 0.0208 -0.2468 -1.0951
H 2.2123 1.5120 -0.2836
H 2.2799 -0.1973 0.1287
H 1.2453 1.6231 1.9770
H 0.0426 1.6989 0.7595
H 0.6668 -1.0885 1.9073
H -0.9875 -2.6420 0.4039
H 0.0040 -3.8269 0.2824
O -0.2598 -2.9939 -0.0696
H -3.3639 -0.8101 -0.4089
H -2.6018 -0.8016 0.8933
O -2.5989 -1.1962 0.0107
*
```



ii) This record from the Open Molecules 2025 dataset describes a 3-piece molecular cluster, C4H13NO3 overall. The level of theory is ωB97M-V/def2-TZVPD.

Properties
E_LUMO (alpha / beta) = 3.86 / 2.39 eV
highest occupied orbital energy (alpha / beta) = -4.046 / -4.037 eV
Kohn-Sham gap (alpha / beta) = 7.9 / 6.4 eV
M = 123.152 g/mol

Structure (ORCA input):
```
! RIJCOSX wB97M-V def2-TZVPD def2/J DEFGRID3
* xyz -1 2
C -1.3816 1.3476 -0.7443
N -0.3432 0.8437 -1.5941
C 0.7330 0.0699 -0.9794
C 0.3019 -1.2952 -0.4189
C -0.4438 -2.1245 -1.4600
O -2.2066 0.4810 -0.1775
H -1.8640 2.1954 -1.2700
H -0.0762 1.4307 -2.3551
H 1.4682 -0.0612 -1.7761
H 1.1107 0.6321 -0.1023
H 1.8050 2.0920 2.0118
H 1.2115 -1.7947 -0.0789
H -1.3903 -1.6674 -1.6717
H -0.6404 -3.1572 -1.1594
H 0.1589 -2.3041 -2.3658
H 1.1081 -0.4557 3.9425
H -0.8139 1.6846 0.1776
O 1.2811 -0.5986 3.0118
H 1.2953 0.3560 2.4484
H -0.3730 -1.1187 0.4117
O 1.2332 1.4280 1.6151
*
```



On energetic grounds, i) is preferred over the next structure by 4.5 kcal/mol.



i) This record from the Open Molecules 2025 dataset describes a 2-piece molecular cluster, C5H12N3OS overall. The level of theory is ωB97M-V/def2-TZVPD.

Properties
E_LUMO (alpha / beta) = -4.49 / -4.49 eV
highest occupied orbital energy (alpha / beta) = -11.080 / -11.079 eV
Kohn-Sham gap (alpha / beta) = 6.6 / 6.6 eV
M = 162.238 g/mol

Structure (ORCA input):
```
! RIJCOSX wB97M-V def2-TZVPD def2/J DEFGRID3
* xyz 1 1
C 0.5713 -1.1508 -0.2074
C -0.4317 2.9444 1.7006
C 1.8361 -1.8559 -0.7233
C -0.2772 -1.0457 -2.4688
C -1.5224 -0.1382 -0.5527
N -0.4609 3.1830 2.9188
N -0.4230 -0.9041 -1.0051
N 0.6102 -0.8639 1.0985
O -0.3998 3.1095 0.5666
S -0.4361 -0.0766 2.2077
H 2.4876 -1.1131 -1.2213
H 1.5062 -2.6520 -1.3960
H 2.5287 -2.2643 0.0588
H 0.1082 -2.0788 -2.6676
H -1.2361 -0.8610 -2.8445
H 0.4922 -0.3685 -2.8469
H -2.5277 -0.5367 -0.7332
H -1.4294 -0.0161 0.6029
H -1.3335 0.9440 -0.9245
H -0.0813 4.0668 3.2811
H -1.0222 2.7628 3.6888
H 1.4408 -1.0848 1.4676
*
```



ii) This record from the Open Molecules 2025 dataset describes a 2-piece molecular cluster, C5H12N3OS overall. The level of theory is ωB97M-V/def2-TZVPD.

Properties
E_LUMO = -2.86 eV
highest occupied orbital energy = -13.292 eV
Kohn-Sham gap = 10.4 eV
M = 162.238 g/mol

Structure (ORCA input):
```
! RIJCOSX wB97M-V def2-TZVPD def2/J DEFGRID3
* xyz 1 1
C -0.4030 0.3029 -0.2261
C -0.8234 3.4982 2.8560
C 0.2769 1.5921 -0.5764
C 1.5478 -1.1402 -0.7954
C -0.6947 -2.0485 -0.7367
N -0.5111 4.1140 3.8115
N 0.1563 -0.8763 -0.5046
N -1.5954 0.3569 0.3816
O -0.9080 2.9068 1.8474
S -2.6219 -0.8883 1.0324
H -0.4917 2.3677 -0.6584
H 0.9477 1.4824 -1.4303
H 0.8956 1.9514 0.2374
H 1.8102 -1.8384 0.0865
H 1.7884 -1.4456 -1.8250
H 2.1177 0.0148 -0.6064
H -0.9090 -2.5937 0.1630
H -1.6398 -1.7041 -1.1770
H -0.1199 -2.5658 -1.4882
H -0.4894 4.8156 4.4876
H -2.6409 -0.2962 2.2546
H -2.0673 1.2025 0.4654
*
```



On energetic grounds, ii) is preferred over the next structure by 36.3 kcal/mol.



i) This record from the Open Molecules 2025 dataset describes C12H11NO2 as an isolated structure. The level of theory is ωB97M-V/def2-TZVPD.

Properties
E_LUMO = 0.10 eV
highest occupied orbital energy = -7.852 eV
Kohn-Sham gap = 8.0 eV
M = 201.225 g/mol

Structure (ORCA input):
```
! RIJCOSX wB97M-V def2-TZVPD def2/J DEFGRID3
* xyz 0 1
C 3.5058 0.7921 -0.0042
C 3.5842 -0.5355 -0.2344
C 2.2269 1.3214 0.2737
C 2.5209 -1.4134 -0.3198
C 1.0714 0.5308 0.1525
C 1.2181 -0.8733 -0.0880
C -2.6495 1.5044 -0.0252
C -1.2858 1.8198 0.2836
C -3.1834 0.3040 -0.1609
C -0.3179 0.9485 0.2642
C -2.3871 -0.9581 -0.3311
C -1.0659 -0.8076 0.3864
N 0.0397 -1.5377 -0.1618
O -2.2646 -1.2188 -1.7029
O -1.3996 -1.0480 1.7231
H 4.4413 1.3343 -0.1907
H 4.5553 -1.0393 -0.4406
H 1.9573 2.2312 0.6872
H 2.5384 -2.4643 -0.4392
H -3.2942 2.3408 0.1369
H -1.1028 2.8990 0.4683
H -4.2580 0.1604 -0.2563
H -3.1399 -1.7482 0.0390
H 0.0796 -2.4890 0.1824
H -1.4586 -0.7626 -2.0636
H -0.6937 -1.4060 2.1496
*
```



ii) This record from the Open Molecules 2025 dataset describes one molecule with the formula C12H11NO2. The level of theory is ωB97M-V/def2-TZVPD.

Properties
structure (SMILES) = COc1ccc(Oc2cccnc2)cc1
E_LUMO = 0.74 eV
highest occupied orbital energy = -8.661 eV
Kohn-Sham gap = 9.4 eV
M = 201.225 g/mol

Structure (ORCA input):
```
! RIJCOSX wB97M-V def2-TZVPD def2/J DEFGRID3
* xyz 0 1
C 2.2383 4.3360 -0.3813
C 0.6398 2.5780 -0.2870
C 0.8962 1.9418 0.9386
C 0.1416 0.8330 1.2556
C -0.8171 0.3322 0.3870
C -1.2066 -2.0371 0.3102
C -0.0821 -2.4981 -0.2293
C 0.2446 -3.8863 -0.3041
C -0.7748 -4.7782 0.1351
C -2.1888 -3.0585 0.7591
C -0.9742 0.8881 -0.8535
C -0.3820 2.0632 -1.2467
H 1.6832 5.0923 0.2584
H 2.6071 3.4329 0.4504
H 2.9910 4.8715 -1.1198
H 1.6031 2.5900 1.6164
H 0.4023 0.2188 2.1216
H 0.4679 -1.7445 -0.8340
H 1.0452 -4.0133 -0.9147
H -0.6060 -5.9563 0.1688
H -3.2593 -2.9336 1.2174
H -1.6373 0.4099 -1.4351
H -0.4299 2.7262 -2.1928
N -2.0824 -4.3195 0.5000
O 1.1407 3.6786 -1.0888
O -1.6607 -0.7672 0.7685
*
```



On energetic grounds, i) is preferred over the next structure by 46.0 kcal/mol.



i) This record from the Open Molecules 2025 dataset describes a 2-piece molecular cluster, C4H14NO overall. The level of theory is ωB97M-V/def2-TZVPD.

Properties
E_LUMO = -3.32 eV
highest occupied orbital energy = -15.420 eV
Kohn-Sham gap = 12.1 eV
M = 92.162 g/mol

Structure (ORCA input):
```
! RIJCOSX wB97M-V def2-TZVPD def2/J DEFGRID3
* xyz 1 1
C 0.4197 0.8155 -0.9515
C -1.0556 1.1674 -0.8405
C -1.9474 0.7372 0.3254
C -1.4685 1.2632 1.6740
N 0.7237 -0.5030 -0.3164
H 0.8028 0.8698 -1.9531
H 0.9333 1.5572 -0.3322
H -1.1398 2.2398 -1.0289
H -1.5723 0.8291 -1.7378
H -2.9800 0.9450 0.0479
H -1.9487 -0.3650 0.3289
H -2.2376 1.4928 2.4066
H -0.9035 2.1838 1.5593
H -0.8024 0.5505 2.1765
H 0.4955 -0.4937 0.6815
H 1.7246 -0.6951 -0.2254
H 0.2354 -1.2896 -0.7439
H 3.3834 -2.9179 -0.4881
H 2.2491 -3.5612 0.1482
O 2.5793 -2.6624 -0.0077
*
```



ii) This record from the Open Molecules 2025 dataset describes a 2-piece molecular cluster, C4H14NO overall. The level of theory is ωB97M-V/def2-TZVPD.

Properties
E_LUMO = -3.08 eV
highest occupied orbital energy = -15.836 eV
Kohn-Sham gap = 12.8 eV
M = 92.162 g/mol

Structure (ORCA input):
```
! RIJCOSX wB97M-V def2-TZVPD def2/J DEFGRID3
* xyz 1 1
C 1.1109 2.1560 -0.5384
C -0.1389 1.5181 0.0767
N -0.3566 0.0866 -0.2332
C -1.1764 -0.5101 0.9406
C -1.5603 -1.9110 0.5143
H 1.9019 1.4340 -0.4737
H 1.3866 3.0183 0.1009
H 1.0285 2.5050 -1.5651
H 0.1066 1.6311 1.1631
H -1.0414 2.1148 -0.0016
H 0.4412 -0.6058 -0.3888
H -0.8208 0.1287 -1.1603
H -2.0363 0.1779 1.1282
H -0.4791 -0.6995 1.7911
H -1.2491 -2.6215 1.3790
H -2.5553 -2.2639 0.1403
H -1.1364 -2.3175 -0.4767
H 2.2274 -1.2003 -1.6180
H 2.4832 -1.2505 -0.0287
O 1.8643 -1.3903 -0.7495
*
```



On energetic grounds, i) is preferred over the next structure by 19.4 kcal/mol.



i) This record from the Open Molecules 2025 dataset describes a 2-piece molecular cluster, C3H10N2O overall. The level of theory is ωB97M-V/def2-TZVPD.

Properties
structure (SMILES) = C/C(N)=C/N.O
E_LUMO = 0.83 eV
highest occupied orbital energy = -7.765 eV
Kohn-Sham gap = 8.6 eV
M = 90.126 g/mol

Structure (ORCA input):
```
! RIJCOSX wB97M-V def2-TZVPD def2/J DEFGRID3
* xyz 0 1
C 0.0458 0.6062 -1.8400
C 0.3225 -0.3067 -0.6312
C -0.6501 -0.4728 0.2830
N -0.8690 -1.6661 1.0071
N 1.5123 -1.0084 -0.7192
H 0.8369 0.5199 -2.5811
H -0.0895 1.6530 -1.5604
H -0.8628 0.3014 -2.3639
H -1.3086 0.3321 0.5893
H -1.4030 -2.4052 0.5927
H -0.1201 -2.0906 1.5285
H 2.1274 -0.7515 -1.4714
H 2.1079 -1.0061 0.1025
H 0.1215 1.6398 1.3558
H -0.7631 2.3960 2.4223
O -0.4884 2.3891 1.5132
*
```



ii) This record from the Open Molecules 2025 dataset describes one molecule with the formula C3H10N2O. The level of theory is ωB97M-V/def2-TZVPD.

Properties
structure (SMILES) = NC[C@H](N)CO
E_LUMO = 1.09 eV
highest occupied orbital energy = -8.918 eV
Kohn-Sham gap = 10.0 eV
M = 90.126 g/mol

Structure (ORCA input):
```
! RIJCOSX wB97M-V def2-TZVPD def2/J DEFGRID3
* xyz 0 1
N -0.0916 1.7551 0.2110
C 0.2797 0.3391 0.1677
C 0.6745 -0.0028 -1.2588
O 1.9183 0.6718 -1.5337
C -0.9875 -0.4936 0.5947
N -0.6183 -1.7928 1.1164
H -0.0234 2.3080 1.0507
H -1.0197 1.8395 -0.1683
H 1.0865 -0.0774 0.7748
H -0.0572 0.2315 -2.1149
H 0.8383 -1.0878 -1.2972
H 1.8786 1.4131 -0.9095
H -1.6323 -0.5993 -0.2944
H -1.4365 0.0598 1.4429
H 0.3684 -1.9484 1.1892
H -1.1777 -2.6158 1.0292
*
```



iii) This record from the Open Molecules 2025 dataset describes one molecule with the formula C3H10N2O. The level of theory is ωB97M-V/def2-TZVPD.

Properties
structure (SMILES) = NCCOCN
E_LUMO = 0.88 eV
highest occupied orbital energy = -9.341 eV
Kohn-Sham gap = 10.2 eV
M = 90.126 g/mol

Structure (ORCA input):
```
! RIJCOSX wB97M-V def2-TZVPD def2/J DEFGRID3
* xyz 0 1
N 0.6237 2.0455 -1.1211
C 0.1412 0.6869 -1.5799
C -1.1446 0.0919 -0.7460
O -0.9352 0.1055 0.7331
C -0.0873 -1.0574 1.0457
N 0.1716 -1.2749 2.5242
H 0.2779 2.2461 -0.1372
H 1.6800 1.9618 -1.0251
H 1.0506 -0.0835 -1.5396
H -0.1491 0.7798 -2.7114
H -1.3092 -1.0206 -1.1455
H -2.1182 0.6807 -1.0744
H 0.9787 -0.9456 0.5354
H -0.5929 -2.0433 0.6442
H 1.0973 -1.7918 2.5532
H 0.3155 -0.3811 3.0444
*
```



iv) This record from the Open Molecules 2025 dataset describes a 2-piece molecular cluster, C3H10N2O overall. The level of theory is ωB97M-V/def2-TZVPD.

Properties
structure (SMILES) = [H]/N=C/NCC.O
E_LUMO = 0.79 eV
highest occupied orbital energy = -9.432 eV
Kohn-Sham gap = 10.2 eV
M = 90.126 g/mol

Structure (ORCA input):
```
! RIJCOSX wB97M-V def2-TZVPD def2/J DEFGRID3
* xyz 0 1
C -2.7121 -0.2000 -0.2038
C -1.4909 -0.0360 -1.0863
N -0.4233 0.5619 -0.2892
C 0.8488 0.6681 -0.7634
N 1.8678 0.7900 0.0058
H -2.5957 -0.9189 0.6165
H -3.4913 -0.7009 -0.7825
H -3.1312 0.7579 0.0998
H -1.0884 -0.9800 -1.4768
H -1.9060 0.5063 -1.9442
H -0.4165 0.3387 0.6974
H 0.8223 0.6557 -1.8572
H 2.6352 1.0839 -0.5935
H 2.0210 -0.6022 1.3436
H 1.0407 -1.4045 2.0766
O 1.9952 -1.3223 1.9914
*
```



On energetic grounds, iv) is preferred over the next structure by 13.5 kcal/mol.



i) This record from the Open Molecules 2025 dataset describes a 2-piece molecular cluster, C3H10N2O overall. The level of theory is ωB97M-V/def2-TZVPD.

Properties
structure (SMILES) = C=NOC.CN
E_LUMO = 1.16 eV
highest occupied orbital energy = -8.792 eV
Kohn-Sham gap = 9.9 eV
M = 90.126 g/mol

Structure (ORCA input):
```
! RIJCOSX wB97M-V def2-TZVPD def2/J DEFGRID3
* xyz 0 1
C 0.1269 0.0399 1.5161
C -1.4422 2.5065 -0.1871
C 0.4639 -1.9224 -1.0235
N 0.0621 1.1372 0.9060
N 1.4520 -1.5080 -0.0406
O -0.9278 1.1997 -0.0896
H 2.0220 -0.7573 -0.4134
H 2.0663 -2.2834 0.1918
H 0.9008 -0.0520 2.2581
H -0.5470 -0.7933 1.3564
H -2.1425 2.7115 0.6319
H -1.9671 2.5558 -1.1400
H -0.6395 3.2455 -0.1623
H -0.1506 -2.7121 -0.5907
H -0.1734 -1.0706 -1.2516
H 0.8960 -2.2970 -1.9615
*
```



ii) This record from the Open Molecules 2025 dataset describes a 2-piece molecular cluster, C3H10N2O overall. The level of theory is ωB97M-V/def2-TZVPD.

Properties
structure (SMILES) = NC=O.CCN
E_LUMO = 0.83 eV
highest occupied orbital energy = -9.047 eV
Kohn-Sham gap = 9.9 eV
M = 90.126 g/mol

Structure (ORCA input):
```
! RIJCOSX wB97M-V def2-TZVPD def2/J DEFGRID3
* xyz 0 1
C -1.7065 0.2560 2.0839
C -0.9151 -0.1091 0.8320
N 0.4980 -0.2459 1.2567
H -1.4240 -0.5084 2.8147
H -2.7903 0.3497 1.9565
H -1.5017 1.2542 2.4738
H -1.0320 0.6716 0.0604
H -1.3710 -1.0179 0.4461
H 1.1573 -0.3353 0.4922
H 0.4567 -1.1425 1.7327
C 1.7875 -0.4245 -2.2867
N 1.2043 0.8197 -2.3618
O 1.8099 -1.1892 -1.3647
H 2.4675 -0.5323 -3.1581
H 0.4823 1.0744 -1.6902
H 0.8772 1.0796 -3.2874
*
```



iii) This record from the Open Molecules 2025 dataset describes a 2-piece molecular cluster, C3H10N2O overall. The level of theory is ωB97M-V/def2-TZVPD.

Properties
structure (SMILES) = NC=O.CNC
E_LUMO = 0.77 eV
highest occupied orbital energy = -9.175 eV
Kohn-Sham gap = 9.9 eV
M = 90.126 g/mol

Structure (ORCA input):
```
! RIJCOSX wB97M-V def2-TZVPD def2/J DEFGRID3
* xyz 0 1
C 1.6594 0.2471 0.2443
N 1.4148 1.7643 0.5812
C -0.1302 2.0425 0.8274
H 1.7335 0.0809 -0.8621
H 1.1751 -0.6938 0.5149
H 2.8677 0.1286 0.4565
H 1.8648 1.9494 1.4936
H -0.5712 1.5069 1.6630
H -0.1460 3.0613 0.9683
H -0.4544 1.9109 -0.2331
C -1.2297 -1.9579 -1.4941
N -1.8365 -1.9993 -0.3350
O -0.2496 -1.4377 -1.9280
H -1.8310 -2.7180 -2.1038
H -2.6745 -2.5160 -0.1358
H -1.5925 -1.3692 0.3426
*
```



On energetic grounds, ii) is preferred over the next structure by 42.7 kcal/mol.